Computed, not measured: a 2-piece molecular cluster, C6H10 overall, with ωB97M-V/def2-TZVPD.

Computed properties:
LUMO level (spin up / spin down) ... -0.59 / -0.43 eV
Calculated total energy ... -234.43626 Ha
Max |F| ... 0.0091 Eh/bohr
Energy above the lowest of the compared OMol25 structures with the same formula, charge and spin ... 104.3 kcal per mole

Element x y z (Å)
1 C -1.026 -1.160 1.166
2 C -0.719 -0.854 -0.301
3 C 0.728 -0.979 -0.748
4 C 1.367 0.219 -0.752
5 C 0.442 1.200 -0.566
6 C -0.965 0.663 -0.656
7 H -0.436 -0.511 1.822
8 H -0.785 -2.201 1.407
9 H -2.088 -0.999 1.383
10 H -1.322 -1.527 -0.928
11 H 1.102 -1.903 -1.191
12 H 0.654 2.207 -0.207
13 H -1.433 0.747 -1.647
14 H -1.622 1.184 0.054
15 H 3.099 2.256 0.801
16 H 3.004 1.657 0.363



Computed, not measured: C23H26ClCrN2O3 as an isolated structure, with ωB97M-V/def2-TZVPD.

Computed properties:
⟨S²⟩ ... 6.034
LUMO level (spin up / spin down) ... -4.09 / -4.19 eV
Spin multiplicity ... 5
Charge ... +1
Calculated total energy ... -2731.61482 Ha
Max |F| ... 0.0674 Eh/bohr
Energy above the lowest of the compared OMol25 structures with the same formula, charge and spin ... 49.0 kcal per mole

Element x y z (Å)
1 Cr -13.316 11.210 2.317
2 O -7.930 8.422 -1.339
3 C -8.114 8.308 0.093
4 C -9.188 9.250 0.583
5 C -9.124 9.697 1.899
6 C -10.167 10.453 2.439
7 N -11.312 10.569 1.734
8 C -11.334 10.312 0.411
9 C -10.227 9.716 -0.225
10 C -12.567 10.778 -0.315
11 C -12.700 10.912 -1.717
12 C -14.003 11.079 -2.285
13 C -14.209 11.326 -3.773
14 O -13.751 12.651 -4.129
15 C -15.151 11.079 -1.431
16 C -14.951 10.876 -0.075
17 N -13.720 10.795 0.470
18 H -7.109 7.980 -1.608
19 H -7.156 8.544 0.564
20 H -8.376 7.293 0.356
21 H -8.265 9.446 2.570
22 H -10.122 10.895 3.455
23 H -10.156 9.516 -1.319
24 H -11.771 10.840 -2.318
25 H -15.259 11.204 -4.002
26 H -13.599 10.530 -4.284
27 H -14.330 13.004 -4.836
28 H -16.154 11.208 -1.835
29 H -15.783 10.790 0.647
30 Cl -19.021 15.282 2.369
31 C -17.786 14.107 2.686
32 C -18.115 12.961 3.376
33 C -17.096 12.035 3.731
34 C -15.738 12.349 3.453
35 C -14.651 11.454 3.865
36 C -15.419 13.609 2.838
37 C -16.437 14.459 2.413
38 H -19.154 12.725 3.636
39 H -17.336 11.075 4.133
40 H -15.006 10.528 4.320
41 H -14.023 11.916 4.638
42 H -14.362 13.860 2.713
43 H -16.177 15.379 1.822
44 C -13.754 7.036 5.054
45 C -13.140 7.141 6.462
46 C -14.327 7.436 7.408
47 O -15.481 7.786 6.603
48 C -15.229 7.104 5.321
49 H -13.492 6.089 4.574
50 H -13.517 7.851 4.306
51 H -12.383 7.932 6.559
52 H -12.642 6.180 6.685
53 H -14.192 8.338 8.055
54 H -14.670 6.554 7.995
55 H -15.699 7.788 4.540
56 H -15.824 6.193 5.353



Computed, not measured: C25H20F5InN4O6S3 as an isolated structure, with ωB97M-V/def2-TZVPD.

Computed properties:
LUMO level ... 3.97 eV
Charge ... -2
Calculated total energy ... -3519.35402 Ha
Max |F| ... 0.0537 Eh/bohr
Energy above the lowest of the compared OMol25 structures with the same formula, charge and spin ... 34.5 kcal per mole

Element x y z (Å)
1 In 1.241 0.394 -0.509
2 O -0.486 -2.685 -3.028
3 C -0.096 -1.618 -2.569
4 O 0.774 -1.472 -1.669
5 C -0.697 -0.335 -3.140
6 C -1.464 -0.371 -4.300
7 C -2.004 0.812 -4.771
8 C -1.741 1.979 -4.069
9 C -0.961 1.920 -2.921
10 N -0.467 0.779 -2.472
11 H -1.610 -1.324 -4.787
12 H -2.622 0.835 -5.662
13 H -2.135 2.927 -4.408
14 H -0.723 2.803 -2.338
15 O -0.024 3.860 -0.910
16 S 1.216 3.134 -0.556
17 O 2.247 4.054 -0.150
18 O 1.655 2.276 -1.698
19 O 0.833 2.200 0.563
20 C -0.170 0.511 2.878
21 C 0.617 -0.710 2.528
22 C 0.846 -1.789 3.350
23 C 1.645 -2.686 2.623
24 C 1.874 -2.114 1.395
25 C 2.725 -2.694 0.318
26 N 1.243 -0.909 1.333
27 H 0.104 0.866 3.874
28 H -1.244 0.300 2.885
29 H 0.044 1.294 2.161
30 H 0.464 -1.912 4.351
31 H 2.026 -3.637 2.953
32 H 2.674 -3.782 0.365
33 H 3.770 -2.394 0.440
34 H 2.359 -2.373 -0.649
35 F 7.906 -2.654 -1.718
36 C 6.936 -1.808 -1.288
37 C 5.724 -1.710 -1.971
38 F 5.541 -2.468 -3.072
39 C 4.747 -0.836 -1.538
40 F 3.608 -0.722 -2.247
41 C 4.899 -0.028 -0.388
42 S 3.689 1.030 0.198
43 C 6.160 -0.128 0.247
44 F 6.420 0.647 1.316
45 C 7.149 -0.992 -0.180
46 F 8.337 -1.056 0.467
47 N -2.119 2.909 0.419
48 C -2.669 1.709 0.625
49 S -2.082 0.314 -0.042
50 N -3.849 1.757 1.352
51 C -4.745 0.766 1.722
52 C -4.410 -0.583 1.840
53 C -5.367 -1.504 2.222
54 C -6.664 -1.108 2.508
55 C -6.998 0.232 2.418
56 C -6.051 1.159 2.032
57 H -1.213 3.063 -0.084
58 H -2.404 3.693 0.987
59 H -4.206 2.697 1.476
60 H -3.409 -0.902 1.610
61 H -5.095 -2.547 2.294
62 H -7.414 -1.834 2.791
63 H -8.006 0.563 2.638
64 H -6.328 2.204 1.957



Computed, not measured: a 3-piece molecular cluster, C16H36FO10P overall, with ωB97M-V/def2-TZVPD.

Computed properties:
LUMO level ... 0.48 eV
Calculated total energy ... -1824.73443 Ha
Max |F| ... 0.0089 Eh/bohr
Energy above the lowest of the compared OMol25 structures with the same formula, charge and spin ... 2.5 kcal per mole

Element x y z (Å)
1 O 2.132 -6.852 -0.493
2 C 3.299 -6.890 -0.738
3 O 4.247 -6.378 0.080
4 C 5.301 -5.671 -0.597
5 C 6.636 -6.157 -0.019
6 C 7.866 -5.296 -0.319
7 F 8.857 -6.097 -0.906
8 P 5.039 -3.812 -0.442
9 O 4.093 -3.803 0.897
10 O 3.910 -3.615 -1.611
11 H 3.722 -7.398 -1.622
12 H 5.254 -5.911 -1.669
13 H 6.503 -6.304 1.058
14 H 6.850 -7.143 -0.449
15 H 7.665 -4.485 -1.022
16 H 8.294 -4.887 0.602
17 H 4.417 -3.141 1.523
18 H 3.202 -4.278 -1.571
19 C -1.418 0.074 -0.191
20 O -0.639 0.857 -1.068
21 C -0.012 1.980 -0.479
22 C 1.451 2.089 -0.846
23 O 2.288 1.096 -0.285
24 C 2.230 -0.222 -0.803
25 C 2.846 -0.413 -2.169
26 O 2.086 0.204 -3.196
27 C 2.826 0.964 -4.123
28 H -2.430 0.483 -0.099
29 H -1.486 -0.930 -0.609
30 H -0.963 0.004 0.802
31 H -0.110 1.952 0.612
32 H -0.511 2.891 -0.836
33 H 1.808 3.026 -0.408
34 H 1.578 2.165 -1.928
35 H 1.214 -0.623 -0.772
36 H 2.833 -0.814 -0.109
37 H 2.893 -1.488 -2.361
38 H 3.871 -0.025 -2.159
39 H 3.668 1.475 -3.646
40 H 2.160 1.717 -4.545
41 H 3.206 0.339 -4.939
42 C -7.819 2.361 3.431
43 O -7.347 3.065 2.306
44 C -7.219 4.464 2.477
45 C -5.889 4.990 1.985
46 O -4.766 4.605 2.755
47 C -4.300 3.271 2.673
48 C -3.597 2.913 1.383
49 O -4.480 2.843 0.280
50 C -4.035 3.488 -0.894
51 H -8.914 2.375 3.482
52 H -7.489 1.327 3.336
53 H -7.414 2.770 4.362
54 H -7.350 4.741 3.529
55 H -8.006 4.964 1.898
56 H -5.931 6.077 2.087
57 H -5.750 4.767 0.924
58 H -5.089 2.551 2.900
59 H -3.550 3.195 3.465
60 H -3.140 1.924 1.519
61 H -2.796 3.637 1.195
62 H -3.473 4.399 -0.664
63 H -4.914 3.763 -1.476
64 H -3.406 2.825 -1.499



Computed, not measured: C4H8AlO3 as an isolated structure, with ωB97M-V/def2-TZVPD.

Computed properties:
LUMO level ... -19.61 eV
Charge ... +3
Calculated total energy ... -623.87112 Ha
Max |F| ... 0.0440 Eh/bohr
Energy above the lowest of the compared OMol25 structures with the same formula, charge and spin ... 0.0 kcal per mole

Element x y z (Å)
1 Al 7.952 18.875 9.950
2 C 5.190 17.174 15.734
3 C 6.109 17.861 14.855
4 O 6.013 19.193 14.895
5 C 6.607 19.961 13.890
6 O 7.151 19.545 12.920
7 O 6.510 21.178 14.370
8 C 7.027 22.307 13.694
9 H 4.203 17.699 15.742
10 H 5.355 17.075 16.857
11 H 5.058 16.119 15.406
12 H 6.058 17.561 13.743
13 H 7.206 17.553 15.107
14 H 7.015 23.142 14.396
15 H 6.274 22.574 12.900
16 H 8.023 22.123 13.277



Computed, not measured: C18H8ClN3O4SV as an isolated structure, with ωB97M-V/def2-TZVPD.

Computed properties:
⟨S²⟩ ... 3.793
LUMO level (spin up / spin down) ... 4.30 / 4.30 eV
Spin multiplicity ... 4
Charge ... -2
Calculated total energy ... -2958.52990 Ha
Max |F| ... 0.0389 Eh/bohr

Element x y z (Å)
1 V 0.259 -0.193 0.680
2 O 4.188 -1.006 1.020
3 C 3.230 -0.640 0.355
4 O 2.005 -0.777 0.753
5 C 3.436 -0.123 -1.052
6 C 4.747 -0.226 -1.527
7 C 5.112 0.204 -2.786
8 C 4.133 0.765 -3.604
9 C 2.838 0.878 -3.152
10 C 2.437 0.441 -1.871
11 S 0.732 0.675 -1.518
12 H 5.473 -0.660 -0.853
13 H 6.136 0.108 -3.128
14 H 4.385 1.115 -4.600
15 H 2.077 1.314 -3.788
16 Cl -5.338 4.081 2.991
17 C -4.220 2.974 2.187
18 C -4.616 2.348 1.012
19 C -3.733 1.475 0.385
20 C -2.454 1.200 0.892
21 O -1.668 0.371 0.283
22 C -2.063 1.873 2.113
23 C -0.801 1.653 2.675
24 O 0.118 0.868 2.137
25 C -2.981 2.752 2.737
26 H -5.598 2.539 0.599
27 H -4.017 0.971 -0.530
28 H -0.522 2.142 3.606
29 H -2.695 3.252 3.655
30 N -0.396 -2.035 0.256
31 C -0.909 -3.067 0.175
32 C -1.519 -4.317 0.052
33 C -1.745 -4.880 -1.226
34 N -1.935 -5.364 -2.259
35 C -1.892 -5.048 1.203
36 N -2.205 -5.663 2.131



> Look up the max |F| of the fourth one.

0.0089 Eh/bohr



Copy entry 3 word for word.
Computed, not measured: C25H20F5InN4O6S3 as an isolated structure, with ωB97M-V/def2-TZVPD.

Computed properties:
LUMO level ... 3.97 eV
Charge ... -2
Calculated total energy ... -3519.35402 Ha
Max |F| ... 0.0537 Eh/bohr
Energy above the lowest of the compared OMol25 structures with the same formula, charge and spin ... 34.5 kcal per mole

Element x y z (Å)
1 In 1.241 0.394 -0.509
2 O -0.486 -2.685 -3.028
3 C -0.096 -1.618 -2.569
4 O 0.774 -1.472 -1.669
5 C -0.697 -0.335 -3.140
6 C -1.464 -0.371 -4.300
7 C -2.004 0.812 -4.771
8 C -1.741 1.979 -4.069
9 C -0.961 1.920 -2.921
10 N -0.467 0.779 -2.472
11 H -1.610 -1.324 -4.787
12 H -2.622 0.835 -5.662
13 H -2.135 2.927 -4.408
14 H -0.723 2.803 -2.338
15 O -0.024 3.860 -0.910
16 S 1.216 3.134 -0.556
17 O 2.247 4.054 -0.150
18 O 1.655 2.276 -1.698
19 O 0.833 2.200 0.563
20 C -0.170 0.511 2.878
21 C 0.617 -0.710 2.528
22 C 0.846 -1.789 3.350
23 C 1.645 -2.686 2.623
24 C 1.874 -2.114 1.395
25 C 2.725 -2.694 0.318
26 N 1.243 -0.909 1.333
27 H 0.104 0.866 3.874
28 H -1.244 0.300 2.885
29 H 0.044 1.294 2.161
30 H 0.464 -1.912 4.351
31 H 2.026 -3.637 2.953
32 H 2.674 -3.782 0.365
33 H 3.770 -2.394 0.440
34 H 2.359 -2.373 -0.649
35 F 7.906 -2.654 -1.718
36 C 6.936 -1.808 -1.288
37 C 5.724 -1.710 -1.971
38 F 5.541 -2.468 -3.072
39 C 4.747 -0.836 -1.538
40 F 3.608 -0.722 -2.247
41 C 4.899 -0.028 -0.388
42 S 3.689 1.030 0.198
43 C 6.160 -0.128 0.247
44 F 6.420 0.647 1.316
45 C 7.149 -0.992 -0.180
46 F 8.337 -1.056 0.467
47 N -2.119 2.909 0.419
48 C -2.669 1.709 0.625
49 S -2.082 0.314 -0.042
50 N -3.849 1.757 1.352
51 C -4.745 0.766 1.722
52 C -4.410 -0.583 1.840
53 C -5.367 -1.504 2.222
54 C -6.664 -1.108 2.508
55 C -6.998 0.232 2.418
56 C -6.051 1.159 2.032
57 H -1.213 3.063 -0.084
58 H -2.404 3.693 0.987
59 H -4.206 2.697 1.476
60 H -3.409 -0.902 1.610
61 H -5.095 -2.547 2.294
62 H -7.414 -1.834 2.791
63 H -8.006 0.563 2.638
64 H -6.328 2.204 1.957



> max |F| of number 4 (C16H36FO10P)?

0.0089 Eh/bohr



> Among the records above, which one has the lowest calculated total energy?

C25H20F5InN4O6S3